# C3H4N2O2

One molecule with the formula C3H4N2O2 at a distorted geometry (ωB97M-V with the def2-TZVPD basis set, OMol25).

Strongest force on any atom ... 7.41 eV/A
Structure (SMILES) ... O/N=C1/C=NOC1

Structure (ORCA input):
```
! wB97M-V def2-TZVPD RIJCOSX def2/J DEFGRID3
* xyz 0 1
C 0.06609 0.34332 -0.22764
C -0.43291 -0.77221 0.63939
C 0.58826 -0.41914 -1.36216
H -0.15795 2.92392 1.07632
H 0.16622 -1.25323 1.56540
H -1.39412 -0.71847 1.19077
H 1.37913 -0.00433 -2.11013
N 0.12575 1.53637 -0.19734
N 0.40279 -1.71688 -1.31896
O -0.29988 2.01156 0.92154
O -0.44339 -1.93090 -0.17719
*
```

***

# C3H4N2O2

One molecule with the formula C3H4N2O2 at a distorted geometry (ωB97M-V with the def2-TZVPD basis set, OMol25).

Strongest force on any atom ... 5.63 eV/A
Structure (SMILES) ... COc1conn1

Structure (ORCA input):
```
! wB97M-V def2-TZVPD RIJCOSX def2/J DEFGRID3
* xyz 0 1
C 1.39637 1.41154 0.11356
C -0.10240 -0.54047 -0.33657
C -0.87230 -1.65322 0.23689
H 2.42540 1.24837 -0.00291
H 1.21147 1.98971 1.24406
H 0.72057 1.59296 -0.80981
H -0.62585 -2.55454 0.65341
N -2.21816 -0.22981 -0.53502
N -1.04975 0.35371 -0.66235
O 1.23374 -0.19574 0.14488
O -2.11909 -1.42252 -0.04615
*
```

***

# C3H4N2O2S

One molecule with the formula C3H4N2O2S at a distorted geometry (ωB97M-V with the def2-TZVPD basis set, OMol25).

Strongest force on any atom ... 3.35 eV/A

Structure (ORCA input):
```
! wB97M-V def2-TZVPD RIJCOSX def2/J DEFGRID3
* xyz 0 1
C 0.74621 -0.15310 1.07782
C -0.49235 1.80692 0.87426
C 0.08430 -0.63437 -0.11623
N 0.42220 0.99460 1.50111
N -0.27262 1.95161 -0.56955
O -1.29694 2.37355 1.59677
O -1.03451 0.37800 -2.35401
S 0.17336 0.61998 -1.62253
H 1.46836 -0.74717 1.61473
H 0.20457 -1.60541 -0.60452
H -0.90391 -0.49215 0.06742
H -0.81620 2.69871 -0.91898
*
```

***

# C3H4N2O2S

C3H4N2O2S as an isolated structure at a distorted geometry (ωB97M-V with the def2-TZVPD basis set, OMol25).

Strongest force on any atom ... 5.34 eV/A

Structure (ORCA input):
```
! wB97M-V def2-TZVPD RIJCOSX def2/J DEFGRID3
* xyz 0 1
C -0.19206 0.65578 -0.04886
C 2.15324 0.81964 -0.01023
C 1.67431 -0.59251 -0.10043
H -1.89411 -1.50682 0.93334
H 0.76576 2.36508 0.34767
H 3.17154 0.59905 0.86792
H 2.76274 1.09856 -1.04148
N -1.39575 0.85574 -0.11580
N 0.93241 1.46080 0.12902
O 2.33341 -1.62829 -0.05661
O 0.18765 -0.61496 0.10166
S -2.72150 -0.38269 -0.03770
*
```

***

# C3H4N2O3

A 2-piece molecular cluster, C3H4N2O3 overall at a distorted geometry (ωB97M-V with the def2-TZVPD basis set, OMol25).

Strongest force on any atom ... 4.58 eV/A
Structure (SMILES) ... c1cnoc1.O=NO

Structure (ORCA input):
```
! wB97M-V def2-TZVPD RIJCOSX def2/J DEFGRID3
* xyz 0 1
C -1.48475 -0.80258 -0.06052
C -1.63169 0.01487 -1.14060
C -0.57595 -0.04136 0.79713
N -0.36424 1.13224 0.29004
N 2.17673 -0.40331 0.35500
O 3.13750 -1.02504 0.14962
O 2.43455 0.99792 0.15158
O -0.96791 1.16924 -0.93283
H -1.89640 -1.70957 0.07883
H -2.19793 -0.23497 -1.99677
H -0.21699 -0.38520 1.79470
H 1.58709 1.28777 0.51382
*
```

***

# C3H4N2O3

One molecule with the formula C3H4N2O3 at a distorted geometry (ωB97M-V with the def2-TZVPD basis set, OMol25).

Strongest force on any atom ... 4.11 eV/A
Structure (SMILES) ... CN1OC=NOC1=O

Structure (ORCA input):
```
! wB97M-V def2-TZVPD RIJCOSX def2/J DEFGRID3
* xyz 0 1
C -1.68942 -0.58742 -0.01078
C 1.87946 -0.52774 -0.03854
C -0.00844 1.26610 -0.00990
H -1.81462 -0.70335 1.08931
H -1.76814 -1.55347 -0.50066
H -2.37061 0.06391 -0.52551
H 2.66856 -1.35378 0.02859
N -0.32274 -0.05299 -0.27591
N 2.28593 0.62339 -0.12510
O 0.65616 -0.91251 0.23150
O 1.32003 1.60888 0.06560
O -0.83620 2.12896 0.07140
*
```

***

# C3H4N2O3

C3H4N2O3 as an isolated structure at a distorted geometry (ωB97M-V with the def2-TZVPD basis set, OMol25).

Strongest force on any atom ... 6.60 eV/A

Structure (ORCA input):
```
! wB97M-V def2-TZVPD RIJCOSX def2/J DEFGRID3
* xyz 0 1
C -0.19381 2.99853 0.66857
C -0.03987 -0.40269 0.67479
C 0.07632 -1.23744 -1.72044
H 0.33587 2.98658 -0.42086
H -0.93928 3.91948 1.43664
H -0.07719 -2.14687 0.17505
H 0.17170 0.00586 -1.69664
N -0.43832 1.79806 1.23864
N -0.21144 -1.28715 -0.29708
O 0.54523 0.87444 0.31878
O -0.08393 -0.86690 1.79663
O 0.28887 -2.06903 -2.59324
*
```

***

# C3H4N2O3

C3H4N2O3 as an isolated structure at a distorted geometry (ωB97M-V with the def2-TZVPD basis set, OMol25).

Strongest force on any atom ... 6.85 eV/A

Structure (ORCA input):
```
! wB97M-V def2-TZVPD RIJCOSX def2/J DEFGRID3
* xyz 0 1
C 1.35218 0.89025 -0.28375
C -1.91868 -0.20663 0.07813
C 0.74465 -1.41047 0.15241
H -0.29614 2.41475 -0.34743
H 2.35662 0.56981 -0.50690
H -2.56337 0.08596 0.97716
H 0.15209 -2.07437 0.76506
N 0.96390 2.17144 -0.37278
N 0.38791 -0.16365 0.22002
O -0.78109 0.13866 0.85833
O -2.15377 -0.54690 -1.11400
O 1.75568 -1.86886 -0.42623
*
```

***

# C3H4N2O3

One molecule with the formula C3H4N2O3 at a distorted geometry (ωB97M-V with the def2-TZVPD basis set, OMol25).

Strongest force on any atom ... 8.25 eV/A
Structure (SMILES) ... Oc1cnn(O)c1O

Structure (ORCA input):
```
! wB97M-V def2-TZVPD RIJCOSX def2/J DEFGRID3
* xyz 0 1
C -1.04242 -0.28975 0.00583
C -0.45017 -1.58732 -0.01813
C -0.12299 0.65024 -0.08510
H -2.69468 0.80302 0.54595
H -0.89702 -2.64406 0.42385
H 2.85573 -0.43185 -0.38604
H 0.64919 2.42711 0.01786
N 0.89630 -1.25283 -0.13619
N 0.98783 -0.04876 -0.20284
O -2.34721 -0.00497 -0.17969
O 2.45274 0.34168 0.07588
O -0.28730 2.03749 -0.06139
*
```

***

# C3H4N2O3

One molecule with the formula C3H4N2O3 at a distorted geometry (ωB97M-V with the def2-TZVPD basis set, OMol25).

Strongest force on any atom ... 8.79 eV/A
Structure (SMILES) ... [H]/N=C/N(C=O)OC=O

Structure (ORCA input):
```
! wB97M-V def2-TZVPD RIJCOSX def2/J DEFGRID3
* xyz 0 1
C 1.42366 -0.61643 0.27039
C -2.21611 -0.18348 -0.21793
C 0.28873 1.44054 -0.02895
H 2.38276 -2.34396 0.54810
H 2.28368 -0.03479 0.51091
H -3.17051 -0.29220 -1.01900
H -0.76427 1.92036 -0.37247
N 1.34979 -1.94525 0.17995
N 0.23128 0.16075 -0.14744
O -0.75778 -0.49627 -0.75056
O -2.39933 0.15621 0.94887
O 1.34811 2.23451 0.07813
*
```

***

# C3H4N2O3

One molecule with the formula C3H4N2O3 at a distorted geometry (ωB97M-V with the def2-TZVPD basis set, OMol25).

Strongest force on any atom ... 14.47 eV/A
Structure (SMILES) ... O=CN/C=N\OC=O

Structure (ORCA input):
```
! wB97M-V def2-TZVPD RIJCOSX def2/J DEFGRID3
* xyz 0 1
C -1.58740 0.70854 -1.53315
C 0.34428 -0.53685 -0.91106
C 1.28721 -0.32539 2.18520
H -2.19167 1.55046 -1.24073
H -0.70807 0.89987 0.12617
H 0.27156 -0.96905 -1.90583
H 0.56799 -0.33569 3.19429
N -0.62760 0.43838 -0.66609
N 1.23162 -0.88395 0.05754
O -1.76159 0.32059 -2.72830
O 0.60510 -0.26890 1.22343
O 2.56857 -0.59802 2.19853
*
```

***

# C3H4N2O5S

One molecule with the formula C3H4N2O5S at a distorted geometry (ωB97M-V with the def2-TZVPD basis set, OMol25).

Strongest force on any atom ... 4.16 eV/A

Structure (ORCA input):
```
! wB97M-V def2-TZVPD RIJCOSX def2/J DEFGRID3
* xyz 0 1
C 0.16282 -0.61669 0.31455
C 0.16911 1.77391 -0.46872
C 0.32542 0.28655 -0.88877
N 0.54527 -2.07635 -0.05915
N 0.39433 -2.28412 -1.26792
O 1.12958 -0.12809 1.23198
O 0.92813 2.59328 -0.91549
O -1.88937 1.35729 2.44195
O -1.12115 -0.43619 0.81003
O -0.88509 2.07246 0.28347
S -1.99517 1.05988 1.08418
H 1.12903 -0.02399 -1.49125
H -0.41177 0.11681 -1.61805
H 0.69191 -3.20805 -1.50845
H 0.82694 -0.48669 2.05165
*
```

***

# C3H4N2O5S2

A 2-piece molecular cluster, C3H4N2O5S2 overall at a distorted geometry (ωB97M-V with the def2-TZVPD basis set, OMol25).

Strongest force on any atom ... 9.86 eV/A

Structure (ORCA input):
```
! wB97M-V def2-TZVPD RIJCOSX def2/J DEFGRID3
* xyz 0 1
C -0.49613 -1.79424 0.03435
C 0.44307 -0.66295 0.11612
C 1.94119 -1.37838 0.02329
N -1.20281 -2.71264 0.10269
N -0.78441 2.58076 -0.22036
O 1.55695 1.84324 -0.07041
O -2.74459 -0.11699 -0.78365
O -2.30185 0.48123 1.51097
O 0.08014 0.36211 1.02071
O 0.14962 0.21628 -1.08675
S 0.28056 1.49119 -0.14446
S -2.91784 0.83795 0.25900
H 2.17710 -1.20349 -0.98888
H 1.85918 -2.53144 0.24043
H 2.67138 -0.88384 0.61572
H -0.71158 3.47122 -0.62876
*
```

***

# C3H4N2OS

One molecule with the formula C3H4N2OS at a distorted geometry (ωB97M-V with the def2-TZVPD basis set, OMol25).

Strongest force on any atom ... 2.10 eV/A
Structure (SMILES) ... [H]/N=C/N(C=O)C=S

Structure (ORCA input):
```
! wB97M-V def2-TZVPD RIJCOSX def2/J DEFGRID3
* xyz 0 1
C -0.81982 -0.13086 -0.75691
C 0.47604 1.14088 0.86541
C 1.05329 -1.20007 0.28734
H -2.22385 0.45474 -1.73717
H -0.99309 -1.14869 -1.14245
H -0.24548 1.89851 0.63281
H 0.55145 -1.94256 -0.28723
N -1.64344 0.82847 -0.98404
N 0.19496 -0.05294 0.20323
O 2.12929 -1.21718 0.81506
S 1.52066 1.36969 2.10393
*
```

***

# C3H4N2OS

One molecule with the formula C3H4N2OS at a distorted geometry (ωB97M-V with the def2-TZVPD basis set, OMol25).

Strongest force on any atom ... 6.46 eV/A
Structure (SMILES) ... Nc1ncc(S)o1

Structure (ORCA input):
```
! wB97M-V def2-TZVPD RIJCOSX def2/J DEFGRID3
* xyz 0 1
C 0.72789 0.46082 -1.16622
C 1.02028 -0.72645 0.58695
C -0.23493 -0.41696 0.59954
H 0.14973 1.86789 -2.82385
H 1.89744 1.07366 -2.52733
H 1.57083 -1.12430 1.41849
H -1.10748 0.60213 2.43807
N 0.96234 1.15908 -2.30981
N 1.69482 -0.04376 -0.46922
O -0.48596 0.24689 -0.64379
S -1.64390 -0.50664 1.62354
*
```

***

# C3H4N2OS

One molecule with the formula C3H4N2OS at a distorted geometry (ωB97M-V with the def2-TZVPD basis set, OMol25).

Strongest force on any atom ... 4.85 eV/A
Structure (SMILES) ... [H]/N=c1\occn1S

Structure (ORCA input):
```
! wB97M-V def2-TZVPD RIJCOSX def2/J DEFGRID3
* xyz 0 1
C -0.32528 -1.43389 -0.10599
C -1.59035 -0.79922 0.02109
C 0.01171 0.75133 -0.07903
H 2.35551 0.88294 0.42239
H 0.04988 -2.46939 -0.16144
H -2.60059 -1.10168 -0.10218
H -0.18464 2.64888 -0.00660
N 0.61063 -0.46085 -0.10842
N 0.60868 1.84961 -0.17614
O -1.27036 0.55274 0.23337
S 2.33479 -0.42047 0.06296
*
```

***

# C3H4N2OS

One molecule with the formula C3H4N2OS at a distorted geometry (ωB97M-V with the def2-TZVPD basis set, OMol25).

Strongest force on any atom ... 2.38 eV/A
Structure (SMILES) ... [H]/N=c1/[nH]cc(S)o1

Structure (ORCA input):
```
! wB97M-V def2-TZVPD RIJCOSX def2/J DEFGRID3
* xyz 0 1
C 1.03658 -0.11279 0.00667
C 0.41694 1.07740 0.01557
C -1.13741 -0.60092 -0.05394
H 3.24115 0.49152 -0.16878
H 0.74035 2.09099 0.20333
H -1.69479 1.44532 0.13379
H -2.14858 -2.16627 0.05637
N -0.99355 0.78553 -0.13861
N -2.24187 -1.15888 0.00751
O 0.11580 -1.13873 -0.03552
S 2.66538 -0.71317 -0.02639
*
```

***

# C3H4N2OS2

A 2-piece molecular cluster, C3H4N2OS2 overall at a distorted geometry (ωB97M-V with the def2-TZVPD basis set, OMol25).

Strongest force on any atom ... 5.42 eV/A

Structure (ORCA input):
```
! wB97M-V def2-TZVPD RIJCOSX def2/J DEFGRID3
* xyz 0 1
C 0.02612 -1.11487 0.10242
C -0.53028 -0.79334 1.22187
C 0.22419 0.12990 -0.90803
H 0.54623 -2.38431 -1.35318
H -0.63443 -1.44933 2.24313
H -1.88770 0.85027 1.44371
H 1.96435 2.31777 -1.04576
N -0.85205 0.60848 1.13491
N -0.50111 1.09942 -0.21024
O 0.17857 -2.37592 -0.32454
S 0.17532 2.82312 -0.14896
S 1.29079 0.28882 -2.15532
*
```

***

# C3H4N2OS2

One molecule with the formula C3H4N2OS2 at a distorted geometry (ωB97M-V with the def2-TZVPD basis set, OMol25).

Strongest force on any atom ... 2.50 eV/A
Structure (SMILES) ... N/N=C1\CSC(=S)O1

Structure (ORCA input):
```
! wB97M-V def2-TZVPD RIJCOSX def2/J DEFGRID3
* xyz 0 1
C 0.04723 -0.48659 -0.02458
C 0.08320 1.03822 0.00726
C 2.30116 -0.33017 -0.06572
H -3.00891 -1.16151 -0.11999
H -2.23213 0.27057 0.51508
H -0.50295 1.52754 -0.80991
H -0.44042 1.45974 0.91793
N -2.23519 -0.51272 -0.17215
N -1.00098 -1.18280 -0.07441
O 1.27087 -1.11472 -0.01872
S 1.88057 1.38671 -0.10144
S 3.83754 -0.89427 -0.05336
*
```

***

# C3H4N2OS2

One molecule with the formula C3H4N2OS2 (ωB97M-V with the def2-TZVPD basis set, OMol25).

Strongest force on any atom ... 0.96 eV/A
Structure (SMILES) ... O=C1NC(=S)CN1S

Structure (ORCA input):
```
! wB97M-V def2-TZVPD RIJCOSX def2/J DEFGRID3
* xyz 0 1
C 0.27848 -1.09639 -0.00632
C 1.39375 -0.05273 -0.00431
C -0.65702 1.05490 -0.00178
H -3.06543 0.28730 0.00115
H 0.31941 -1.73711 0.89539
H 0.30833 -1.69339 -0.89482
H 1.24707 2.03057 0.01158
N -0.91805 -0.28380 0.00795
N 0.75723 1.13617 0.00226
O -1.43761 1.98424 -0.00136
S -2.51376 -0.92157 -0.00045
S 2.99663 -0.33860 0.00050
*
```

***

We obtain relative energy (zero: lowest compared OMol25 entry of this formula, charge and spin) values of 6.263, 6.541, 2.639, 4.333, 5.239, 4.189, 5.914, 5.195, 5.875, 5.467, 4.578, 0.194, 1.431, 1.547, 1.896, 2.602, 1.231, 5.918, 1.786, 0.000 eV for the records listed above, in that order.
We obtain E_LUMO values of 0.55, 0.72, -0.41, 0.12, 0.44, 0.68, -0.08, 0.14, 0.34, -0.10, -0.36, -0.25, -0.43, -0.54, 0.59, 0.75, 0.58, -0.89, 0.25, 0.05 eV for the records listed above, in that order.
We obtain electronic energy values of -10246.00189, -10245.72458, -21084.19302, -21082.49855, -12293.75664, -12294.80672, -12293.08125, -12293.80082, -12293.12040, -12293.52843, -12294.41783, -27225.74488, -38058.88723, -19037.50130, -19037.15208, -19036.44593, -19037.81729, -29868.22523, -29872.35795, -29874.14364 eV for the records listed above, in that order.